One molecule with the formula C22H16ClNO4 in a non-equilibrium geometry, computed with ωB97M-V with the def2-TZVPD basis set.

The charge is 0. For the HOMO energy, the calculation gives -8.4 eV. Its structure (SMILES) is O=C(CCCCl)Oc1ccc2cc(-c3ccc4ccccc4n3)c(=O)oc2c1. As for the gap between HOMO and LUMO: 7.81 eV.

XYZ file:
```
44
Properties=species:S:1:pos:R:3:forces:R:3:nbo_charge:R:1
O -2.2607 -4.3531 1.8566 -2.2 2.3 -0.6 -0.57
C -3.3631 -3.7885 1.8030 3.2 -1.7 0.0 0.79
C -4.4948 -4.4945 2.4710 -0.8 -0.4 0.5 -0.50
C -4.9941 -3.7959 3.7587 -0.2 0.6 -0.2 -0.41
C -3.9727 -3.6037 4.8668 0.5 -0.1 -0.7 -0.36
Cl -4.7976 -2.9711 6.3483 0.6 -0.3 -0.6 -0.06
O -3.6173 -2.5778 1.1522 -0.4 -1.8 1.4 -0.50
C -2.5764 -1.8867 0.6058 1.8 1.1 -0.5 0.28
C -2.7989 -1.3206 -0.6499 1.1 0.7 0.0 -0.25
C -1.7990 -0.5282 -1.2405 0.0 -1.1 1.2 -0.14
C -0.5633 -0.3253 -0.5617 -0.4 0.3 -1.2 -0.16
C 0.4663 0.4676 -1.1892 1.2 0.5 1.2 -0.07
C 1.6004 0.8244 -0.5040 -2.6 -1.2 -1.1 -0.17
C 2.6127 1.6842 -1.1718 0.9 1.1 -1.4 0.20
C 4.0026 1.5956 -0.8867 0.9 0.6 0.7 -0.22
C 4.9232 2.5197 -1.4144 -2.0 -2.0 1.0 -0.13
C 4.4398 3.4035 -2.3783 -0.1 0.8 -0.6 -0.10
C 5.2610 4.3844 -2.9612 -0.4 1.0 -1.2 -0.17
C 4.7734 5.2098 -4.0011 1.5 -0.4 1.6 -0.22
C 3.4448 5.0947 -4.3929 -1.8 -1.1 0.5 -0.21
C 2.5703 4.1815 -3.7529 0.9 1.4 -1.1 -0.18
C 3.0593 3.3348 -2.7621 1.2 -0.3 0.6 0.14
N 2.2005 2.5176 -2.1451 -1.0 -1.6 1.7 -0.42
C 1.6551 0.3780 0.9122 3.1 2.4 -0.5 0.75
O 2.5393 0.9235 1.5735 -1.9 -1.9 0.4 -0.57
O 0.8056 -0.5743 1.3945 0.1 0.3 0.2 -0.44
C -0.3355 -0.8576 0.7025 -2.0 -0.4 -0.7 0.32
C -1.3684 -1.6363 1.2678 0.8 0.1 1.1 -0.23
H -4.1787 -5.5555 2.6910 0.0 1.3 -0.2 0.25
H -5.3258 -4.5949 1.7722 -0.2 0.2 0.0 0.24
H -5.7858 -4.3779 4.1891 -0.6 -0.4 0.0 0.22
H -5.4326 -2.8149 3.5317 0.1 -0.2 -0.1 0.22
H -3.4616 -4.5483 5.0450 -0.2 -0.1 0.6 0.21
H -3.1723 -2.9279 4.5416 -0.3 0.2 0.4 0.21
H -3.7596 -1.4658 -1.0890 -0.4 -0.1 -0.5 0.23
H -1.9358 -0.1275 -2.2393 0.0 0.1 0.2 0.22
H 0.3231 0.8532 -2.1748 -0.1 0.1 -0.6 0.23
H 4.3198 0.8632 -0.1374 0.0 0.4 -0.3 0.23
H 5.9439 2.4981 -1.0589 0.1 0.1 -0.2 0.22
H 6.2629 4.4897 -2.5506 0.0 0.1 -0.3 0.21
H 5.4261 6.0053 -4.4178 -0.5 -0.8 0.2 0.22
H 3.0559 5.7403 -5.1691 0.0 0.0 0.0 0.22
H 1.4980 4.1077 -3.9361 0.4 0.2 -0.3 0.23
H -1.1898 -1.9506 2.3016 -0.3 -0.2 -0.5 0.23
```
Forces are in eV/Å.

***

One molecule with the formula C18H25N3O3 in a non-equilibrium geometry, computed with ωB97M-V with the def2-TZVPD basis set.

The charge is 0. For the HOMO energy, the calculation gives -8.2 eV. The value obtained for the energy above the lowest of the compared OMol25 structures with the same formula, charge and spin is 154.5 kJ/mol. Its structure (SMILES) is CC(C)CNC(=O)n1c(=O)oc2cc([C@H]3CCCN(C)C3)ccc21. As for the gap between HOMO and LUMO: 8.97 eV.

XYZ file:
```
49
Properties=species:S:1:pos:R:3:forces:R:3:nbo_charge:R:1
C 5.7297 -1.8631 -3.0643 1.3 -1.6 -0.1 -0.61
C 5.2032 -3.1783 -2.3983 0.3 1.0 0.0 -0.22
C 4.1697 -3.7914 -3.2951 -0.4 0.0 -1.3 -0.62
C 4.6005 -2.8823 -1.0167 0.5 0.9 -0.1 -0.20
N 3.4892 -1.9222 -1.1185 -1.1 0.2 0.2 -0.62
C 2.6199 -1.6584 -0.0898 3.0 -0.9 1.9 0.80
O 2.9681 -1.9685 1.0542 -1.3 0.5 -0.9 -0.63
N 1.4395 -0.9064 -0.3058 0.0 -0.1 0.0 -0.47
C 0.7318 -0.9565 -1.4663 1.0 -1.9 -3.1 0.88
O 1.1267 -1.5156 -2.4783 -0.8 0.9 0.6 -0.62
O -0.4894 -0.3838 -1.3487 0.3 -0.2 -0.6 -0.43
C -0.5627 0.0229 -0.0637 0.0 0.3 2.4 0.31
C -1.6059 0.6549 0.5879 -0.5 -0.3 -2.4 -0.28
C -1.5122 1.0417 1.8896 1.0 0.1 1.0 -0.02
C -2.6020 1.7893 2.5589 -1.3 0.6 1.1 -0.24
C -2.4957 3.3318 2.2859 -0.8 0.1 0.1 -0.39
C -2.9612 3.6683 0.8476 -0.5 0.0 0.4 -0.41
C -4.4295 3.2648 0.7022 0.5 -1.3 0.4 -0.21
N -4.5731 1.8212 0.9833 0.0 -0.4 -0.4 -0.47
C -5.8196 1.1630 0.5441 1.5 0.2 -0.5 -0.40
C -4.0440 1.2604 2.2440 0.2 0.9 -1.1 -0.21
C -0.3138 0.7947 2.5869 0.5 -0.8 -0.3 -0.20
C 0.7213 0.0755 1.9741 0.2 0.3 -0.6 -0.21
C 0.5885 -0.3081 0.6237 -0.2 0.8 1.9 0.08
H 4.9493 -1.1444 -3.2130 -0.5 0.4 0.0 0.21
H 6.5091 -1.4365 -2.4395 0.0 0.3 0.1 0.21
H 6.2081 -2.0665 -4.0523 -0.5 0.0 0.6 0.21
H 6.0190 -3.9195 -2.2190 -0.4 0.7 -0.1 0.21
H 4.6321 -4.3962 -4.0799 0.0 0.1 0.0 0.22
H 3.5819 -3.0132 -3.8271 0.1 -0.5 0.4 0.21
H 3.4936 -4.4393 -2.7646 -0.4 -0.3 0.3 0.21
H 5.4019 -2.4695 -0.3884 -0.4 -0.1 0.1 0.20
H 4.2697 -3.8154 -0.6068 -0.3 -0.5 0.5 0.20
H 3.1310 -1.7658 -2.0315 -0.4 0.1 -0.7 0.42
H -2.4789 0.8771 -0.0178 -0.2 0.0 0.3 0.25
H -2.4472 1.6519 3.6481 -0.2 0.1 -0.4 0.22
H -1.4730 3.6400 2.4039 0.7 0.0 0.1 0.21
H -3.0507 3.9514 3.0741 0.3 -1.0 -1.1 0.21
H -2.3914 3.1322 0.0743 0.1 0.2 0.4 0.21
H -2.8710 4.7445 0.6465 0.1 -0.2 0.1 0.21
H -4.7616 3.3983 -0.3198 -0.2 0.2 -0.2 0.20
H -5.0092 3.8988 1.3624 -0.6 0.3 0.3 0.16
H -5.5947 0.0843 0.4152 -0.4 0.5 0.1 0.20
H -6.6481 1.3056 1.2085 -0.6 0.0 0.8 0.17
H -6.1459 1.5642 -0.4234 0.3 -0.1 0.1 0.20
H -4.7154 1.4913 3.0628 -0.2 0.3 0.6 0.17
H -4.0876 0.1697 2.1359 0.4 0.1 0.0 0.20
H -0.1630 1.1017 3.6347 -0.3 -0.1 -0.6 0.22
H 1.6629 -0.0988 2.4798 -0.2 -0.2 0.0 0.25
```
Forces are in eV/Å.

***

A 8-piece molecular cluster, C28H70N2O8 overall in a non-equilibrium geometry, computed with ωB97M-V with the def2-TZVPD basis set.

The charge is 0. For the HOMO energy, the calculation gives -7.9 eV. The value obtained for the energy above the lowest of the compared OMol25 structures with the same formula, charge and spin is 159.2 kJ/mol. Its structure (SMILES) is CC1(C)CCCC(C)(C)N1O.CC1(C)CCCC(C)(C)N1O.CCO.CCO.CCO.CCO.CO.CO. As for the gap between HOMO and LUMO: 8.31 eV.

XYZ file:
```
108
Properties=species:S:1:pos:R:3:forces:R:3:lowdin_charge:R:1
C 3.1898 0.6544 -2.2044 0.1 -0.3 0.4 -0.02
C 2.5819 0.5944 -3.6016 0.4 -0.1 -1.5 -0.46
C 2.6994 1.9724 -4.2969 0.3 0.2 0.3 -0.04
C 3.3963 -0.3805 -4.5857 -0.6 0.3 0.9 -0.12
C 2.9832 -1.8111 -4.5040 -0.1 -1.1 0.5 -0.23
C 1.5088 -1.9570 -4.7842 0.1 0.6 0.8 -0.12
C 0.6799 -1.1458 -3.7289 -0.7 0.1 -0.4 -0.47
C -0.7859 -1.1243 -4.1651 -1.0 0.0 -0.2 -0.04
C 0.7007 -1.8318 -2.3792 1.4 -0.7 1.0 -0.04
N 1.1461 0.2642 -3.6409 1.4 -1.3 -2.1 -0.11
O 0.4857 1.0297 -2.7137 -0.7 0.1 1.2 -0.02
H 4.2468 0.9086 -2.2829 0.0 0.3 0.0 0.09
H 2.6606 1.3644 -1.5688 0.1 0.3 -0.2 0.06
H 3.1572 -0.2692 -1.6266 -0.1 -0.4 -0.3 0.06
H 2.2920 1.8934 -5.3048 0.1 0.0 0.0 0.08
H 2.2147 2.8152 -3.8042 -0.4 -0.3 0.3 0.08
H 3.7441 2.2813 -4.3327 0.2 -0.2 -0.3 0.08
H 3.1934 -0.1139 -5.6229 0.1 0.5 0.0 0.11
H 4.4723 -0.3381 -4.4173 0.0 0.6 0.1 0.12
H 3.5742 -2.4369 -5.1728 0.0 0.1 -0.4 0.11
H 3.1533 -2.2881 -3.5388 0.3 0.3 0.4 0.10
H 1.2906 -3.0217 -4.7002 -0.6 0.1 -0.1 0.12
H 1.2962 -1.6019 -5.7925 -0.3 0.0 0.0 0.12
H -1.2026 -2.1002 -4.4143 0.3 -0.5 0.7 0.09
H -1.1037 -0.6112 -5.0727 0.9 0.7 -0.2 0.08
H -1.3874 -0.6961 -3.3632 0.0 -0.1 0.0 0.05
H 0.3485 -1.2571 -1.5226 -0.7 0.2 -0.4 0.07
H 1.7286 -2.0080 -2.0620 0.4 0.0 -0.2 0.06
H 0.2932 -2.8428 -2.3833 -0.5 0.1 -0.1 0.09
H -0.1581 1.5112 -3.2384 -0.4 0.5 -0.1 0.07
C 0.4125 -1.6069 4.6269 0.7 -0.4 0.3 -0.02
C 0.5035 -2.1303 3.1915 -1.3 0.3 -1.3 -0.46
C -0.6703 -3.1208 2.9270 0.9 -1.3 0.4 -0.04
C 0.1243 -0.9338 2.2826 0.9 0.9 0.3 -0.12
C 1.2949 0.0492 1.9952 -0.5 -1.0 -0.2 -0.16
C 2.5201 -0.7036 1.4835 -0.6 -0.5 0.8 -0.13
C 2.9519 -1.8991 2.3912 0.9 0.7 -0.5 -0.47
C 3.9015 -2.7740 1.5046 0.0 0.2 0.9 -0.03
C 3.7175 -1.3318 3.6401 -0.3 -0.7 -0.7 -0.01
N 1.7830 -2.7137 2.7157 -1.8 1.5 -1.1 -0.12
O 2.0608 -3.8839 3.3837 0.7 -0.8 0.9 -0.01
H 1.0342 -2.1879 5.3081 0.1 0.0 0.0 0.08
H 0.7303 -0.5644 4.6448 0.0 0.0 0.3 0.07
H -0.6056 -1.6770 5.0099 -0.1 0.2 -0.2 0.07
H -0.5466 -4.0616 3.4632 0.5 -0.2 0.2 0.07
H -1.6592 -2.8455 3.2935 0.1 0.9 -0.3 0.07
H -0.6838 -3.4126 1.8769 -0.2 0.3 -0.1 0.08
H -0.3183 -1.1822 1.3179 0.2 -0.6 0.0 0.10
H -0.6789 -0.4300 2.8204 0.0 0.3 0.0 0.10
H 0.9698 0.6607 1.1534 0.0 0.5 0.3 0.08
H 1.5862 0.6578 2.8512 -0.3 0.1 0.1 0.10
H 3.3287 0.0257 1.4349 0.3 -0.3 -0.3 0.12
H 2.2874 -1.0885 0.4906 0.1 0.0 -0.1 0.10
H 4.8149 -2.2395 1.2435 0.0 0.2 0.1 0.08
H 3.4435 -3.0935 0.5686 -0.3 0.0 0.1 0.08
H 4.2159 -3.6485 2.0742 0.0 -0.1 -0.1 0.07
H 4.0953 -2.1580 4.2424 -0.1 0.0 0.2 0.08
H 3.0570 -0.7026 4.2368 0.0 -0.1 0.1 0.07
H 4.5790 -0.7381 3.3345 0.0 0.0 -0.1 0.08
H 2.1198 -4.5274 2.6738 -0.1 -0.3 0.1 0.11
C -3.5797 1.1614 -3.2371 -0.4 0.7 -1.0 -0.08
C -2.9444 1.8769 -4.4213 0.3 -1.0 0.3 -0.30
O -1.7632 2.5720 -3.9819 -0.7 0.0 -0.6 -0.08
H -3.9960 1.9686 -2.6344 -0.2 -0.4 0.6 0.08
H -2.9173 0.5122 -2.6646 -0.1 0.2 -0.1 0.05
H -4.3933 0.5952 -3.6906 -0.3 -0.3 0.5 0.08
H -3.6743 2.5517 -4.8687 0.0 0.3 0.1 0.11
H -2.7125 1.1646 -5.2131 0.6 0.1 0.1 0.10
H -2.1777 3.3021 -3.5163 0.7 0.4 0.3 0.08
C 0.9750 3.7143 1.7836 -0.9 0.4 0.0 -0.08
C 1.7323 3.2034 0.5911 1.8 0.1 0.5 -0.32
O 2.4435 4.2546 -0.0786 -0.5 0.3 -0.4 -0.08
H -0.0207 4.0322 1.4746 -0.1 0.2 0.0 0.06
H 1.4545 4.5713 2.2567 0.2 -0.1 -0.1 0.08
H 0.8144 2.9499 2.5439 0.1 -0.2 -0.1 0.06
H 1.1309 2.6168 -0.1034 -0.1 0.0 0.0 0.09
H 2.5888 2.6347 0.9532 -0.5 -1.0 0.3 0.10
H 3.2384 3.8154 -0.3897 0.1 0.4 -0.3 0.07
C -3.3020 3.8314 3.0746 0.1 0.2 0.5 -0.07
C -2.3156 3.2062 4.0830 -1.6 -0.1 -1.2 -0.24
O -2.0088 1.9024 3.5797 1.0 0.6 0.1 -0.12
H -4.1949 3.2298 2.9043 0.1 -0.4 0.3 0.07
H -2.8385 3.9341 2.0935 0.1 0.3 0.1 0.06
H -3.6764 4.7737 3.4748 0.2 0.3 -0.3 0.07
H -2.8240 3.1046 5.0419 0.2 0.1 0.2 0.11
H -1.4387 3.8443 4.1931 0.2 -0.4 -0.1 0.11
H -2.5522 1.2727 4.0591 0.3 -0.3 0.7 0.02
C -3.3077 -2.4616 -1.6354 0.5 -0.7 1.0 -0.08
C -3.0149 -1.7119 -0.3401 -1.1 1.5 -1.9 -0.29
O -3.9528 -0.6164 -0.4370 0.0 -0.7 0.2 -0.11
H -3.2159 -1.8461 -2.5303 0.0 0.1 0.3 0.05
H -4.3248 -2.8374 -1.5241 0.1 -0.2 -0.4 0.08
H -2.5709 -3.2638 -1.6781 -0.2 -0.4 -0.4 0.07
H -2.0081 -1.2966 -0.3829 0.3 -0.2 0.4 0.08
H -3.1969 -2.3270 0.5412 0.2 0.0 0.1 0.10
H -3.6927 0.0454 0.2080 0.1 0.3 0.4 0.01
C -1.7379 1.7096 0.3424 -0.1 -0.8 0.7 -0.10
O -2.7131 1.0614 1.1675 -0.1 -0.2 -0.9 -0.17
H -1.2382 0.9844 -0.2999 -0.1 -0.1 -0.2 0.07
H -2.2383 2.4501 -0.2816 0.3 0.3 0.1 0.09
H -0.9783 2.0634 1.0395 0.0 0.7 -0.4 0.05
H -2.5053 1.2943 2.0754 0.2 0.4 0.5 0.01
C -4.0102 -0.4942 3.8321 -0.4 -0.9 0.0 -0.11
O -3.1977 -0.0410 4.8904 0.4 0.5 0.5 -0.13
H -3.4662 -1.2533 3.2700 -0.2 -0.2 -0.2 0.08
H -4.8989 -0.9068 4.3098 -0.3 -0.1 -0.7 0.09
H -4.2662 0.3126 3.1454 0.0 0.1 0.2 0.09
H -3.2814 -0.6533 5.6251 0.2 0.1 0.0 0.10
```
Forces are in eV/Å.

***

- What is the formula in the third record?
  C28H70N2O8